[1]
Entry from OMol25: a 2-piece molecular cluster, C15H29F3INO6P overall at a distorted geometry (ωB97M-V with the def2-TZVPD basis set).

Calculated values
- HOMO energy (alpha / beta): -0.3293 / -0.3501 hartree
- Electronic energy: -2033.60665 a.u.
- F_max: 6.62 eV/A
- 2S+1: 2
- Gap between HOMO and LUMO (alpha / beta): 8.8 / 9.4 eV
- ⟨S²⟩: 0.755
- E_LUMO (alpha / beta): -0.148 / -0.150 eV

XYZ file:
```
56
Properties=species:S:1:pos:R:3:mulliken_charge:R:1
O 3.738 -0.735 2.208 -0.670
P 3.706 0.850 1.913 0.897
O 3.164 1.036 0.232 -0.450
O 5.275 1.602 1.990 -0.306
C 5.255 2.863 2.752 -0.569
C 4.340 4.054 2.089 0.620
C 5.085 4.935 0.925 -0.891
I 4.327 4.511 -1.124 0.008
O 2.519 1.514 3.010 -0.292
C 1.161 1.172 2.477 -0.531
C 0.598 2.585 1.806 0.126
O 0.458 3.529 2.961 -0.551
C -0.904 2.434 1.142 0.906
F -0.700 1.997 -0.267 -0.239
F -1.530 3.802 1.221 -0.284
F -1.686 1.394 1.861 -0.235
H 3.925 0.674 -0.346 0.323
H 5.011 2.693 3.908 0.277
H 6.378 3.267 2.742 0.347
H 3.311 3.701 1.653 -0.547
H 4.088 4.808 2.978 0.302
H 6.239 4.721 0.972 0.353
H 4.882 6.085 1.173 0.382
H 1.171 0.269 1.732 0.252
H 0.397 0.890 3.335 0.390
H 1.324 2.981 0.973 0.065
H 0.563 4.462 2.610 0.360
C -1.913 -2.016 -3.632 -1.749
C -2.164 -3.213 -2.671 1.776
C -3.690 -3.472 -2.544 -1.263
C -4.415 -2.436 -1.691 -0.494
C -3.742 -2.273 -0.332 -1.323
C -2.218 -1.995 -0.426 1.879
N -1.509 -2.945 -1.347 0.219
O -1.388 -4.176 -0.674 -0.499
C -1.983 -0.534 -0.897 -1.622
C -1.626 -2.005 1.022 -1.651
C -1.527 -4.428 -3.423 -1.786
H -1.888 -2.333 -4.682 0.473
H -2.692 -1.254 -3.579 0.315
H -0.946 -1.540 -3.434 0.329
H -3.865 -4.462 -2.102 0.386
H -4.152 -3.498 -3.538 0.344
H -4.456 -1.470 -2.208 0.302
H -5.454 -2.746 -1.544 0.412
H -4.239 -1.465 0.221 0.353
H -3.917 -3.189 0.252 0.371
H -0.917 -0.342 -1.070 0.409
H -2.320 0.183 -0.138 0.266
H -2.529 -0.270 -1.802 0.210
H -1.824 -2.944 1.552 0.389
H -2.071 -1.212 1.634 0.348
H -0.542 -1.840 1.008 0.344
H -0.446 -4.294 -3.546 0.438
H -1.962 -4.543 -4.424 0.429
H -1.700 -5.382 -2.912 0.355
```

***

[2]
Entry from OMol25: C23H19N6O2S2ScSe as an isolated structure (ωB97M-V with the def2-TZVPD basis set).

Calculated values
- Energy above the lowest of the compared OMol25 structures with the same formula, charge and spin: 0.613 eV
- HOMO energy: -0.2742 hartree
- Electronic energy: -5325.60894 a.u.
- F_max: 0.85 eV/A
- Gap between HOMO and LUMO: 7.0 eV
- E_LUMO: -0.442 eV

XYZ file:
```
54
Properties=species:S:1:pos:R:3:mulliken_charge:R:1
Sc 0.014 -0.368 -0.055 -0.136
C -3.132 0.890 -0.752 -0.374
C -2.604 2.077 -1.236 -0.290
C -1.742 2.824 -0.446 -0.552
C -1.403 2.383 0.826 -0.054
C -1.944 1.200 1.325 -0.743
C -2.812 0.451 0.532 -0.416
H -3.813 0.311 -1.363 0.484
H -2.859 2.416 -2.233 0.427
H -1.317 3.744 -0.827 0.408
H -0.734 2.964 1.445 0.409
H -1.761 0.911 2.348 0.438
H -3.282 -0.434 0.936 0.432
S 1.411 0.565 1.817 -0.378
C 1.252 -0.697 3.019 0.780
C 2.094 -0.527 4.179 -0.310
N 2.788 -0.360 5.083 -0.474
C 0.435 -1.764 2.941 0.636
S -0.619 -2.143 1.584 -0.259
C 0.381 -2.714 4.023 -0.297
N 0.294 -3.491 4.869 -0.473
C 1.306 -3.911 -1.420 -1.037
N 1.269 -3.084 -2.622 0.370
C 0.303 -2.213 -2.955 -0.502
Se -1.281 -1.812 -2.076 -0.212
N 0.709 -1.570 -4.068 0.244
C 1.984 -1.985 -4.436 0.457
C 2.840 -1.595 -5.455 -1.004
C 4.078 -2.213 -5.499 -0.514
C 4.443 -3.182 -4.555 -0.761
C 3.582 -3.567 -3.542 -0.588
C 2.342 -2.949 -3.505 0.723
H 0.341 -3.874 -0.933 0.393
H 2.072 -3.536 -0.748 0.324
H 1.527 -4.942 -1.697 0.326
H 0.165 -0.833 -4.480 0.350
H 2.551 -0.845 -6.183 0.447
H 4.780 -1.940 -6.277 0.423
H 5.423 -3.637 -4.619 0.422
H 3.874 -4.297 -2.798 0.440
C 5.561 -0.440 -2.174 -1.157
N 4.142 -0.088 -2.106 0.341
C 3.664 0.972 -2.808 -0.069
C 2.377 1.370 -2.736 -1.269
C 1.540 0.637 -1.843 1.046
O 0.326 0.961 -1.582 -0.265
N 1.994 -0.453 -1.205 0.647
C 3.300 -0.856 -1.276 -0.254
O 3.729 -1.848 -0.717 -0.659
H 5.907 -0.366 -3.203 0.424
H 5.673 -1.456 -1.819 0.343
H 6.151 0.222 -1.540 0.308
H 4.389 1.484 -3.429 0.461
H 1.991 2.222 -3.275 0.546
```

***

[3]
Entry from OMol25: a 7-piece molecular cluster, C3H21NO6S overall at a distorted geometry (ωB97M-V with the def2-TZVPD basis set).

Calculated values
- Net charge: -1
- HOMO energy (alpha / beta): 0.0134 / -0.2258 hartree
- Electronic energy: -1031.22666 a.u.
- F_max: 2.16 eV/A
- 2S+1: 2
- Gap between HOMO and LUMO (alpha / beta): 2.4 / 8.8 eV
- ⟨S²⟩: 0.751
- E_LUMO (alpha / beta): 2.754 / 2.693 eV

XYZ file:
```
32
Properties=species:S:1:pos:R:3:mulliken_charge:R:1
C 1.079 -0.487 1.699 -1.336
C -0.422 -0.016 1.482 0.072
C -0.612 0.894 2.689 -1.149
S -2.302 1.659 2.785 -0.271
N -0.789 0.647 0.248 -0.432
H 0.975 -1.517 2.023 0.372
H 1.773 -0.335 0.888 0.254
H 1.607 0.110 2.456 0.375
H -0.950 -0.957 1.615 0.551
H -0.030 1.821 2.545 0.331
H -0.404 0.457 3.675 0.428
H -3.086 0.548 2.872 0.138
H -0.830 0.006 -0.559 0.044
H -0.097 1.326 -0.044 0.284
H 1.846 2.626 -1.225 0.308
H 2.058 2.516 0.320 0.290
O 2.321 2.160 -0.532 -0.672
H 2.059 -2.561 -0.381 0.334
H 2.828 -1.312 -0.799 0.307
O 2.909 -2.115 -0.267 -0.746
H -3.226 -2.420 -2.288 0.596
H -2.871 -1.054 -1.503 0.304
O -2.668 -1.629 -2.248 -1.135
H 0.588 -0.530 -3.391 0.315
H 1.422 0.656 -2.778 0.228
O 0.558 0.239 -2.803 -0.592
H -1.096 2.867 -0.769 0.317
H -1.176 3.075 -2.193 0.359
O -0.522 3.178 -1.489 -0.759
H -0.159 -2.560 -0.949 0.095
H -0.830 -3.850 -0.506 0.413
O 0.046 -3.443 -0.571 -0.623
```

***

[4]
Entry from OMol25: C20H42Br8FKN5NaO12P2S as an isolated structure at a distorted geometry (ωB97M-V with the def2-TZVPD basis set).

Calculated values
- HOMO energy: -0.1127 hartree
- Electronic energy: -24498.23362 a.u.
- F_max: 7.60 eV/A
- Gap between HOMO and LUMO: 1.1 eV
- E_LUMO: -2.000 eV

XYZ file:
```
93
Properties=species:S:1:pos:R:3:mulliken_charge:R:1
C -4.082 -3.741 -3.483 -0.128
C -3.253 -4.970 -2.770 -0.614
P -1.732 -5.409 -3.819 0.357
C -2.171 -5.539 -5.689 -1.015
N -1.124 -7.071 -3.425 -0.211
Br -2.228 -8.559 -3.119 -0.112
C 0.234 -7.207 -3.393 0.228
N 1.009 -5.964 -3.644 0.015
C 2.438 -6.342 -3.562 0.057
C 3.814 -5.516 -3.695 -0.545
C 3.727 -4.121 -4.508 -0.771
C 2.475 -3.161 -4.146 -0.449
C 2.368 -2.725 -2.582 -0.607
N 0.949 -2.973 -2.060 0.003
C 0.722 -2.202 -0.787 0.297
C 1.163 -2.896 0.615 -0.918
O 0.142 -1.016 -0.817 -0.423
N 2.380 -7.823 -3.283 -0.132
N 1.115 -8.374 -3.155 -0.199
H -4.099 -3.820 -4.637 0.177
H -5.208 -3.724 -3.147 0.316
H -3.625 -2.696 -3.224 -0.395
H -3.926 -5.879 -2.526 0.407
H -2.899 -4.533 -1.740 0.303
H -2.685 -4.596 -6.110 0.317
H -2.814 -6.511 -5.802 0.285
H -1.152 -5.790 -6.221 0.282
H 4.276 -5.439 -2.628 0.326
H 4.555 -6.203 -4.300 0.364
H 4.697 -3.515 -4.230 0.264
H 3.742 -4.287 -5.652 0.334
H 1.439 -3.553 -4.543 0.208
H 2.650 -2.161 -4.742 0.392
H 2.499 -1.556 -2.521 0.367
H 3.186 -3.169 -1.896 0.346
H 0.315 -2.504 -2.759 0.103
H 1.971 -2.252 1.171 0.336
H 1.637 -3.943 0.390 0.393
H 0.263 -3.062 1.326 0.095
H 3.220 -8.419 -3.186 0.275
H 0.807 -9.346 -2.985 0.259
O -2.193 -2.099 -5.152 -0.414
H -2.447 -1.559 -5.913 0.250
H -2.277 -1.495 -4.399 0.096
C 0.184 2.391 0.010 -0.072
Br -1.188 3.316 -1.010 -0.017
Br 1.825 3.424 0.116 -0.031
Br -0.455 1.866 1.767 0.088
H 0.419 1.473 -0.532 0.121
C 1.519 6.126 8.147 -0.731
O 2.326 5.172 7.472 -0.014
P 2.035 4.886 5.789 0.811
O 1.776 6.373 5.529 -0.644
O 0.628 4.115 6.185 -0.378
C 0.735 2.917 6.935 -0.659
O 1.783 4.550 4.114 -0.310
C 0.476 4.690 3.579 -0.337
H 1.570 5.917 9.219 0.295
H 1.912 7.133 7.975 0.250
H 0.475 6.068 7.830 0.266
H 0.440 3.117 7.968 0.206
H 1.756 2.522 6.920 0.294
H 0.058 2.172 6.512 0.253
H -0.054 5.541 4.010 0.333
H -0.090 3.770 3.752 -0.043
H 0.562 4.841 2.500 0.170
C -3.068 6.449 -1.072 0.373
C -4.210 6.151 -0.113 -0.239
O -5.175 7.180 -0.353 -0.315
S -5.111 7.610 -1.919 1.217
O -6.157 6.901 -2.623 -0.731
O -4.948 9.037 -1.995 -0.531
O -3.694 6.905 -2.278 -0.332
H -2.434 7.253 -0.691 0.298
H -2.456 5.567 -1.270 -0.376
H -3.885 6.157 0.938 0.359
H -4.680 5.186 -0.345 0.135
C -3.896 0.308 -1.093 -0.139
Br -5.793 0.124 -1.469 -0.067
Br -3.469 -0.193 0.734 0.021
Br -2.806 -0.660 -2.377 0.097
H -3.650 1.367 -1.201 0.106
Br 4.373 4.736 8.661 0.171
F -2.550 6.641 1.555 -0.854
Na -7.916 5.776 -1.504 0.890
K -0.087 -3.706 3.175 -0.073
C 6.244 1.753 6.005 -0.815
C 6.026 3.206 6.389 0.786
O 6.640 4.046 5.697 -0.622
O 5.241 3.380 7.373 -0.530
H 6.926 1.666 5.156 0.290
H 6.672 1.206 6.850 0.265
H 5.290 1.293 5.732 0.239
```

***

[5]
Entry from OMol25: an isolated ion of composition C11H13BrP and charge +1 at a distorted geometry (ωB97M-V with the def2-TZVPD basis set).

Calculated values
- Net charge: +1
- Energy above the lowest of the compared OMol25 structures with the same formula, charge and spin: 0.895 eV
- HOMO energy: -0.4915 hartree
- Electronic energy: -3342.03219 a.u.
- F_max: 4.76 eV/A
- Gap between HOMO and LUMO: 9.4 eV
- E_LUMO: -3.991 eV

XYZ file:
```
26
Properties=species:S:1:pos:R:3:mulliken_charge:R:1
C 3.736 0.890 -0.624 -0.793
C 3.179 -0.258 0.044 -0.435
C 2.809 1.931 -0.835 -0.413
C 1.898 -0.362 0.494 -0.578
C 1.546 1.925 -0.320 -0.287
C 1.082 0.829 0.389 0.816
C -2.223 -0.235 -0.890 -0.400
C -2.119 -1.189 0.006 0.485
C -1.718 1.182 -0.505 -0.599
C -1.228 -0.954 1.230 -0.676
C -2.753 -2.583 -0.049 -1.676
P -0.637 0.879 0.938 0.575
Br -0.678 2.336 2.561 -0.136
H 4.677 0.719 -1.088 0.418
H 3.674 -1.148 0.321 0.384
H 3.045 2.848 -1.302 0.393
H 1.575 -1.252 0.892 0.382
H 0.997 2.908 -0.586 0.252
H -2.763 -0.381 -1.884 0.373
H -0.938 1.436 -1.209 0.334
H -2.494 1.941 -0.650 0.543
H -1.811 -1.190 2.104 0.492
H -0.309 -1.412 1.123 0.227
H -3.702 -2.612 0.365 0.346
H -2.196 -3.294 0.447 0.471
H -2.648 -2.954 -0.974 0.503
```

***

[6]
Entry from OMol25: an isolated molecule of C4HNO at a distorted geometry (ωB97M-V with the def2-TZVPD basis set).

Calculated values
- SMILES: N#CC#CC=O
- Energy above the lowest of the compared OMol25 structures with the same formula, charge and spin: 1.264 eV
- HOMO energy: -0.3977 hartree
- Electronic energy: -282.87078 a.u.
- F_max: 8.85 eV/A
- Gap between HOMO and LUMO: 9.2 eV
- E_LUMO: -1.641 eV

XYZ file:
```
7
Properties=species:S:1:pos:R:3:mulliken_charge:R:1
C -0.516 0.235 -1.702 -0.182
C -0.166 0.240 -0.227 0.160
C 0.268 0.155 0.979 0.321
C 0.659 -0.382 2.206 0.115
H -1.225 -0.355 -2.171 0.363
N 0.911 -1.031 3.244 -0.390
O 0.068 1.138 -2.329 -0.387
```